DFT (wB97M-V/def2-TZVPD) results for a cluster of 9 separate species, C30H40Cl10N4 in total.

Each line ends with the Mulliken charge.
CARTESIAN COORDINATES (ANGSTROEM)
Cl -0.506 1.723 -3.356  -0.073
C 0.413 3.173 -3.753  -0.515
C 1.899 2.929 -3.690  -0.558
Cl 2.452 2.597 -2.025  -0.150
H 0.121 3.948 -3.045  0.199
H 0.155 3.552 -4.743  0.393
H 2.443 3.814 -4.018  0.409
H 2.190 2.115 -4.351  0.312
Cl -0.990 6.126 1.600  -0.191
C -0.528 4.398 1.774  0.229
C -0.271 3.740 0.443  0.379
Cl -1.746 3.793 -0.584  -0.207
H -1.330 3.921 2.328  -0.024
H 0.398 4.421 2.344  -0.029
H -0.072 2.683 0.610  -0.626
H 0.522 4.227 -0.114  0.430
Cl -3.264 1.410 3.298  -0.173
C -4.065 1.908 1.785  0.069
C -4.951 3.097 1.995  -0.558
Cl -4.092 4.534 2.600  -0.159
H -4.719 1.074 1.519  0.396
H -3.319 2.044 1.010  -0.286
H -5.764 2.854 2.680  0.377
H -5.464 3.391 1.079  0.334
Cl -0.087 -3.211 2.465  -0.118
C 0.889 -4.669 2.254  -0.444
C 0.808 -5.612 3.413  -0.526
Cl -0.849 -6.214 3.698  -0.188
H 1.930 -4.361 2.135  0.356
H 0.594 -5.130 1.313  0.238
H 1.152 -5.157 4.338  0.327
H 1.425 -6.489 3.223  0.330
Cl 2.907 -0.593 -0.323  -0.223
C 1.345 -0.281 0.498  0.305
C 0.280 -0.126 -0.547  0.257
Cl -1.290 0.168 0.281  -0.016
H 1.462 0.594 1.128  -0.053
H 1.144 -1.147 1.124  -0.017
H 0.199 -1.007 -1.176  0.474
H 0.447 0.764 -1.149  -0.655
N -1.927 -4.546 0.113  -0.292
C -1.548 -3.855 -0.946  -0.120
C -1.450 -4.377 -2.221  -0.327
C -1.771 -5.710 -2.414  -0.466
C -2.157 -6.458 -1.316  -0.311
C -2.187 -5.835 -0.073  -0.435
H -1.307 -2.809 -0.766  0.420
H -1.109 -3.788 -3.063  0.395
H -1.760 -6.175 -3.392  0.371
H -2.492 -7.480 -1.435  0.394
H -2.432 -6.411 0.816  0.366
N 7.550 -0.926 -0.984  -0.540
C 6.325 -0.500 -1.296  -0.112
C 6.017 0.192 -2.454  -0.044
C 7.039 0.455 -3.333  -0.416
C 8.320 0.000 -3.045  -0.296
C 8.515 -0.700 -1.869  -0.281
H 5.600 -0.603 -0.494  0.365
H 5.021 0.574 -2.638  0.262
H 6.873 0.973 -4.270  0.360
H 9.117 0.183 -3.753  0.362
H 9.477 -1.142 -1.623  0.362
N -5.621 -1.235 -1.058  -0.547
C -6.452 -1.104 -2.081  -0.334
C -6.036 -0.963 -3.394  -0.288
C -4.676 -1.004 -3.662  -0.596
C -3.810 -1.173 -2.604  -0.048
C -4.322 -1.288 -1.323  -0.244
H -7.506 -1.062 -1.823  0.362
H -6.741 -0.829 -4.204  0.373
H -4.278 -0.991 -4.668  0.390
H -2.738 -1.239 -2.750  0.400
H -3.669 -1.334 -0.459  0.518
N 1.561 2.166 3.485  -0.287
C 0.410 2.234 4.128  -0.217
C 0.118 3.210 5.071  -0.345
C 1.099 4.127 5.403  -0.251
C 2.321 4.039 4.755  -0.427
C 2.506 3.040 3.816  -0.328
H -0.389 1.568 3.816  0.297
H -0.868 3.206 5.518  0.394
H 0.947 4.894 6.152  0.390
H 3.107 4.748 4.981  0.381
H 3.452 2.926 3.297  0.363

The calculation puts the energy at -162944.272 eV. Its total charge is 0. The value obtained for the HOMO-LUMO gap is 9.97 eV. As for the HOMO energy: -0.35164 hartree. The energy relative to the best compared isomer or geometry (same formula, charge and spin) is 0.0 kcal/mol.

***

DFT (wB97M-V/def2-TZVPD) results for a structure of composition C5H12NO2.

Each line ends with the Mulliken charge.
CARTESIAN COORDINATES (ANGSTROEM)
C -0.844 -2.725 0.339  -0.831
N -1.474 -1.459 0.032  -0.386
C -0.659 -0.182 0.072  0.279
C 0.603 -0.188 0.926  -0.723
C 1.039 1.262 1.304  -0.511
O 1.589 2.007 0.271  -0.776
C -0.278 0.186 -1.389  -0.565
O -0.023 1.474 -1.585  -0.699
H -1.214 -3.066 1.305  0.237
H -1.083 -3.480 -0.421  0.312
H 0.259 -2.679 0.483  0.265
H -1.927 -1.439 -0.866  0.266
H -1.457 0.537 0.387  0.077
H 0.396 -0.770 1.822  0.376
H 1.429 -0.594 0.346  0.277
H 0.055 1.727 1.597  0.211
H 1.787 1.314 2.106  0.337
H 0.604 -0.513 -1.637  0.185
H -1.120 -0.154 -2.074  0.277
H 0.731 1.782 -0.664  0.391

The calculation puts the energy at -10963.935 eV. Its total charge is -1. The value obtained for the HOMO-LUMO gap is 7.69 eV. As for the HOMO energy: -0.14093 hartree. The energy relative to the best compared isomer or geometry (same formula, charge and spin) is 70.5 kcal/mol.

***

DFT (wB97M-V/def2-TZVPD) results for a structure of composition C35H27BI2NO5S.

Each line ends with the Mulliken charge.
CARTESIAN COORDINATES (ANGSTROEM)
C 3.217 3.063 4.878  -0.607
C 2.181 2.035 5.248  -0.245
I 0.834 2.751 6.718  -0.016
C 2.170 0.829 4.703  -0.042
I 0.764 -0.632 5.305  -0.012
B 3.166 0.312 3.522  0.433
C 2.640 0.659 2.018  -0.980
C 1.845 1.952 1.775  0.096
C 2.692 3.039 1.110  -1.090
S 2.119 4.736 1.435  -0.245
O 4.625 0.894 3.730  -0.555
C 5.526 0.032 3.446  0.621
N 6.330 -0.755 3.170  -0.708
H 2.970 4.033 5.290  0.497
H 3.319 3.146 3.801  -0.213
H 4.176 2.771 5.287  0.246
H 3.282 -0.893 3.615  -0.253
H 3.522 0.681 1.375  0.330
H 2.045 -0.186 1.681  0.125
H 1.396 2.342 2.684  0.251
H 1.013 1.741 1.105  0.331
H 3.731 2.953 1.403  0.489
H 2.627 2.948 0.033  0.485
H 2.895 5.059 2.467  0.101
C 4.289 -2.826 -0.398  -0.415
C 4.570 -2.569 -1.735  -0.630
C 3.703 -2.990 -2.728  -0.564
C 2.548 -3.680 -2.389  0.197
C 2.266 -3.949 -1.045  0.277
C 3.138 -3.516 -0.054  -0.696
C 1.042 -4.703 -0.655  0.551
O 0.781 -4.933 0.506  -0.663
C 0.135 -5.172 -1.746  0.193
C -0.998 -5.903 -1.411  -0.559
C -1.857 -6.340 -2.404  -0.463
C -1.590 -6.045 -3.737  -0.451
C -0.462 -5.319 -4.076  -0.575
C 0.405 -4.882 -3.083  0.194
C 1.623 -4.110 -3.473  0.628
O 1.844 -3.851 -4.638  -0.676
H 4.960 -2.484 0.380  0.514
H 5.471 -2.032 -2.002  0.414
H 3.911 -2.788 -3.769  0.467
H 2.911 -3.713 0.984  0.521
H -1.196 -6.119 -0.371  0.480
H -2.738 -6.909 -2.141  0.390
H -2.266 -6.383 -4.512  0.392
H -0.244 -5.082 -5.108  0.466
C -1.397 3.996 0.945  -0.346
C -0.990 4.348 -0.338  -0.451
C -1.783 4.035 -1.430  -0.761
C -2.984 3.361 -1.248  0.310
C -3.389 3.000 0.040  0.260
C -2.594 3.323 1.132  -0.746
C -4.662 2.261 0.266  0.522
O -5.039 1.968 1.380  -0.657
C -5.475 1.893 -0.933  0.214
C -6.644 1.165 -0.756  -0.564
C -7.417 0.821 -1.852  -0.466
C -7.028 1.209 -3.130  -0.455
C -5.864 1.935 -3.311  -0.562
C -5.082 2.276 -2.216  0.182
C -3.821 3.046 -2.437  0.568
O -3.500 3.399 -3.553  -0.671
H -0.774 4.239 1.793  0.447
H -0.052 4.866 -0.485  0.446
H -1.479 4.308 -2.430  0.475
H -2.915 3.037 2.124  0.497
H -6.935 0.872 0.243  0.476
H -8.324 0.249 -1.712  0.388
H -7.635 0.941 -3.985  0.392
H -5.549 2.240 -4.299  0.469

The calculation puts the energy at -76177.033 eV. Its total charge is -1. The value obtained for the HOMO-LUMO gap is 6.30 eV. As for the HOMO energy: -0.20853 hartree.

***

DFT (wB97M-V/def2-TZVPD) results for a structure of composition C6H4NO2OsSe4.

Each line ends with the Mulliken charge.
CARTESIAN COORDINATES (ANGSTROEM)
Os 0.035 1.394 -1.300  0.692
O -1.323 -2.268 -2.126  -0.507
C -0.871 -1.296 -1.612  0.358
O -0.719 -0.123 -2.278  -0.552
C -0.431 -1.249 -0.187  0.416
C -0.522 -2.354 0.627  -0.435
C -0.094 -2.241 1.941  -0.242
C 0.406 -1.026 2.384  -0.737
C 0.465 0.039 1.509  0.155
N 0.052 -0.068 0.238  -0.193
H -0.923 -3.269 0.213  0.467
H -0.149 -3.089 2.610  0.452
H 0.750 -0.896 3.400  0.392
H 0.850 0.998 1.824  0.256
Se 0.869 3.038 0.069  0.173
Se 1.210 5.062 -0.972  -0.011
Se 0.548 4.739 -3.107  0.054
Se -0.153 2.607 -3.233  0.262

The calculation puts the energy at -275718.209 eV. Its total charge is +1. The value obtained for the HOMO-LUMO gap (alpha / beta) is 6.06 / 6.07 eV. As for the HOMO energy (alpha / beta): -0.45733 / -0.45793 hartree.

***

DFT (wB97M-V/def2-TZVPD) results for a cluster of 2 separate species, C3H4BrNO2 in total.

Each line ends with the Mulliken charge.
CARTESIAN COORDINATES (ANGSTROEM)
C 0.929 -0.345 -0.003  -0.276
C -1.293 0.032 0.238  -0.081
C 1.704 0.856 0.010  -0.629
N -1.962 -1.138 -0.022  0.905
O -1.322 -2.174 -0.130  -0.565
O -3.188 -1.063 0.001  -0.552
Br -1.879 1.677 -0.241  0.011
H 1.198 -1.358 0.209  0.439
H 2.317 0.868 -0.906  0.274
H 1.079 1.756 0.002  0.211
H 2.418 0.890 0.842  0.265

The calculation puts the energy at -78794.117 eV. Its total charge is 0. The value obtained for the HOMO-LUMO gap (alpha / beta) is 8.79 / 7.11 eV. As for the HOMO energy (alpha / beta): -0.34016 / -0.33312 hartree. The energy relative to the best compared isomer or geometry (same formula, charge and spin) is 198.4 kcal/mol.

***

DFT (wB97M-V/def2-TZVPD) results for a cluster of 2 separate species, C10H16O in total.

Each line ends with the Mulliken charge.
CARTESIAN COORDINATES (ANGSTROEM)
C 0.627 0.040 2.741  -0.215
C -0.728 0.407 3.279  -1.144
C 0.986 0.738 1.410  -0.726
H 1.461 0.157 3.433  0.382
H 0.626 -1.020 2.442  0.130
H -0.617 1.151 4.070  0.290
H 0.743 1.809 1.367  0.380
H 2.026 0.524 1.171  0.361
H -1.289 -0.462 3.639  0.332
H -1.443 0.789 2.541  0.306
H 0.300 0.349 0.664  -0.091
C 0.795 -2.509 -1.294  -1.394
C -1.793 0.230 -1.672  -0.652
C -1.242 -1.045 -1.578  -0.494
C -0.935 1.276 -2.059  0.740
C 0.140 -1.167 -1.623  0.778
C 0.443 1.166 -2.079  -0.551
C 0.980 -0.084 -1.838  -0.630
O -1.541 2.528 -1.945  -0.532
H -2.821 0.543 -1.564  0.440
H -1.942 -1.860 -1.437  0.378
H -0.870 3.203 -2.039  0.283
H 1.057 2.059 -2.059  0.268
H 1.767 -2.636 -1.790  0.378
H 0.198 -3.312 -1.728  0.388
H 2.036 -0.310 -1.819  0.368
H 1.034 -2.564 -0.235  0.225

The calculation puts the energy at -12676.302 eV. Its total charge is 0. The value obtained for the HOMO-LUMO gap is 9.30 eV. As for the HOMO energy: -0.30870 hartree. The energy relative to the best compared isomer or geometry (same formula, charge and spin) is 32.8 kcal/mol.

***

DFT (wB97M-V/def2-TZVPD) results for a cluster of 2 separate species, C3H11N3O in total.

Each line ends with the Mulliken charge.
CARTESIAN COORDINATES (ANGSTROEM)
C 0.524 -0.543 -1.845  -0.342
O 1.391 -0.625 -0.822  -0.865
C -0.627 0.509 -1.630  -0.594
N -0.224 1.534 -0.633  -0.646
H 0.987 -0.271 -2.794  0.335
H 0.019 -1.512 -2.053  0.226
H -0.864 1.002 -2.579  0.370
H -1.532 0.025 -1.294  0.185
H 0.792 1.481 -0.575  0.253
H -0.457 2.443 -0.979  0.244
N 0.481 -1.485 2.340  -0.366
C 0.135 -0.524 1.505  0.082
N -0.700 0.435 1.814  -0.258
H 0.320 -1.432 3.337  0.213
H 1.159 -2.164 2.036  0.260
H 0.581 -0.452 0.425  0.322
H -0.785 1.077 1.031  0.373
H -1.199 0.502 2.715  0.208

The calculation puts the energy at -9805.395 eV. Its total charge is 0. The value obtained for the HOMO-LUMO gap is 7.50 eV. As for the HOMO energy: -0.25750 hartree. The energy relative to the best compared isomer or geometry (same formula, charge and spin) is 60.1 kcal/mol.

***

DFT (wB97M-V/def2-TZVPD) results for the molecule CH2P2S2.

Each line ends with the Mulliken charge.
CARTESIAN COORDINATES (ANGSTROEM)
C 1.607 -0.037 0.030  -0.391
P 0.790 -1.488 0.168  0.095
P -1.617 0.569 0.566  0.243
S -1.258 -1.224 -0.396  -0.118
S -3.219 1.293 -0.353  -0.276
H 0.974 0.784 -0.262  0.200
H 2.723 0.103 0.247  0.246

The calculation puts the energy at -41316.796 eV. Its total charge is 0. The value obtained for the HOMO-LUMO gap is 7.44 eV. As for the HOMO energy: -0.32997 hartree. The energy relative to the best compared isomer or geometry (same formula, charge and spin) is 6.4 kcal/mol.